119
Properties=species:S:1:pos:R:3:forces:R:3:mulliken_spin:R:1 method="wB97M-V/def2-TZVPD" relative_energy_kcal_mol=125.8 s2=8.76 charge=-1 spin_multiplicity=6 homo_ev="-5.223 / -5.224"
Fe -1.265730 -1.610006 -0.944678 -1.4018 -1.7285 1.4842 4.304
C -6.935930 -0.460716 5.252302 1.1268 0.5151 -1.1520 0.000
O -5.524600 -0.453986 4.874672 -0.3512 0.1018 1.3482 0.000
C -5.277370 -0.229346 3.505772 -0.6815 -0.3656 -0.7628 0.001
C -3.823580 0.010494 3.166252 0.6192 -0.2802 -0.6731 -0.002
N -2.890160 -1.180366 3.473672 -0.4432 2.7761 1.3600 0.002
H -3.203540 -1.489246 4.382782 0.7397 -0.1883 0.7769 0.000
H -3.142390 -1.937236 2.854292 -0.0277 -1.2219 -1.6151 0.000
C -1.385520 -0.858876 3.337632 -1.8075 -1.4568 -0.9744 0.000
C -0.871700 -0.131856 4.511842 -0.6218 -0.8065 0.2316 -0.002
O -1.369040 -0.758266 5.730102 -0.6549 1.1157 -2.1663 0.000
C -0.773620 -0.053266 6.745992 0.7659 -0.2432 1.9574 0.000
H -7.415780 0.447124 4.886692 -0.0646 0.0771 -0.5276 0.000
H -7.091450 -0.364106 6.326822 0.6405 -0.6915 0.0354 0.000
H -7.391860 -1.335756 4.789132 -0.2878 -0.0301 0.3353 0.000
H -5.841100 0.644434 3.178952 0.0672 0.3450 -0.1402 0.000
H -5.659110 -1.041326 2.886852 -0.0603 -0.4230 0.0086 0.000
H -3.548170 0.997914 3.536722 0.8128 -0.4698 0.8443 0.000
H -3.654540 0.121904 2.095222 -0.6720 -0.1413 -0.2269 0.004
H -1.368810 -0.265796 2.423262 0.3948 -0.0953 -0.0128 0.000
H -0.901670 -1.812506 3.126492 -0.0237 0.0540 0.0458 0.001
H -1.235600 0.887334 4.381802 0.1916 0.3809 0.7978 0.000
H 0.215720 -0.202986 4.488302 0.1150 0.3143 0.0566 0.000
H 0.210590 -0.511866 6.841482 0.5178 0.5883 0.4776 0.000
H -1.297760 -0.160336 7.695682 -0.2334 -0.4856 -0.0309 0.000
H -0.718250 1.028664 6.625732 0.1380 0.1194 -0.5484 0.000
C 3.664110 -6.805376 -2.060318 0.6121 0.7626 0.4119 0.000
O 3.394470 -5.435436 -2.359998 0.1131 -0.3441 -0.6974 0.000
C 2.065050 -5.082486 -2.730968 0.2780 0.1256 0.2373 0.000
C 2.108670 -3.630956 -3.288908 1.1716 -0.8129 2.3034 -0.005
N 2.869230 -2.762936 -2.205568 -1.0016 1.2459 -1.6521 0.004
H 2.350640 -2.846406 -1.342898 -1.2879 -0.0015 1.2571 0.001
H 3.754450 -3.112406 -1.867408 0.6241 -0.5514 -0.6890 0.000
C 3.031120 -1.275116 -2.554278 0.9115 -1.3214 -0.8027 -0.007
C 3.828660 -0.466616 -1.551728 -0.9002 -0.6016 1.1680 0.002
O 4.806610 -1.235226 -0.839298 -0.4473 -0.7073 -3.7214 0.000
C 5.299790 -0.561146 0.210442 -0.0605 1.5349 2.9081 0.000
H 4.753550 -6.836176 -2.043348 0.0186 -0.2293 0.0204 0.000
H 3.323990 -7.551936 -2.778008 -0.3674 0.3006 -0.2956 0.000
H 3.324800 -7.071636 -1.059278 -0.3147 0.0014 0.0303 0.000
H 1.425170 -5.242956 -1.863268 -0.2871 0.6065 0.0377 0.001
H 1.670790 -5.739576 -3.506138 0.0977 -0.0521 -0.3329 0.000
H 1.085820 -3.261416 -3.361858 0.1733 0.4123 -0.1350 0.001
H 2.712940 -3.646596 -4.195948 -0.2021 0.3807 0.0104 0.000
H 2.076390 -0.766096 -2.686548 -0.1441 -0.4767 -0.1202 0.004
H 3.591300 -1.311756 -3.488598 -0.2609 0.1760 -0.2345 -0.001
H 3.083580 -0.101566 -0.844848 0.0917 0.1547 0.4784 -0.001
H 4.214390 0.422344 -2.050788 0.4101 -0.0868 -0.0388 0.000
H 4.506970 -0.585246 0.958082 0.2894 -0.1819 0.9362 0.000
H 5.446890 0.515084 0.119902 0.1479 0.3532 -0.9394 0.000
H 6.252430 -0.924776 0.595602 -0.2374 -0.5845 -0.1477 0.000
C 4.234010 2.037584 -4.465318 -1.2573 0.6475 -0.8187 0.000
O 3.015770 1.294394 -4.416638 -0.6035 -0.5941 0.2253 0.000
C 2.022000 1.499614 -5.439318 0.2179 0.5064 0.3006 0.000
C 1.131740 2.745024 -5.261508 -0.9610 1.0722 1.4858 0.000
N 0.088250 2.653794 -4.074748 1.2083 0.9080 -3.2282 0.000
H -0.379550 1.810054 -4.373708 -1.3789 -1.2403 0.6221 0.000
H 0.603270 2.392004 -3.246298 0.0646 0.2608 1.4772 0.000
C -0.926760 3.808194 -4.006728 2.1352 -0.4068 0.7164 0.000
C -0.212750 5.111454 -3.487198 0.3862 -1.1908 1.3437 0.000
O 0.635920 4.713804 -2.351408 -1.1709 0.4759 -1.3697 0.000
C 1.176890 5.815284 -1.586338 -1.2003 -1.2720 -1.4343 0.000
H 5.008110 1.586404 -5.086038 -0.0882 -0.3200 -0.1058 0.000
H 4.634450 2.211384 -3.466548 -0.3191 -0.1725 0.0383 0.000
H 3.945410 2.989694 -4.910638 0.6151 0.4447 0.0620 0.000
H 1.358320 0.636904 -5.497368 0.2522 -0.2899 0.4112 0.000
H 2.516210 1.571394 -6.408188 0.0015 0.1808 -0.2107 0.000
H 0.435900 2.973934 -6.068668 0.5004 -0.5215 -0.6057 0.000
H 1.709300 3.657334 -5.112468 0.1552 -0.0748 0.1882 0.000
H -1.678960 3.427234 -3.315948 0.0523 0.3196 0.0839 0.000
H -1.361460 3.899234 -5.002138 0.0835 0.1781 0.0632 0.000
H -0.983040 5.829684 -3.206298 -0.2230 -0.0460 0.3959 0.000
H 0.413740 5.664844 -4.186748 0.1149 -0.3905 -0.5592 0.000
H 1.818350 5.273814 -0.891038 0.1181 0.8026 0.1480 0.000
H 0.330450 6.343544 -1.147498 0.2157 0.0991 0.5592 0.000
H 1.648100 6.483714 -2.306938 0.6468 0.2090 0.3646 0.000
S -1.614680 -0.878346 -3.344228 -5.1323 -2.0426 -5.2088 0.014
O -0.503460 -1.476866 -2.704878 7.5107 -1.8267 0.1242 0.107
O -1.402650 0.243334 -4.220548 1.7470 2.8127 -0.6293 0.001
O -2.287850 -1.904816 -4.110838 -0.2206 -0.2840 -0.6154 0.013
O -2.353830 -0.568646 -2.152278 -3.6625 3.0335 1.9692 0.112
S 0.418920 -3.327456 0.324852 -3.5448 -3.4106 2.4888 0.010
O -0.189210 -3.244166 -0.983148 0.9344 -4.6531 -5.9169 0.100
O 0.046350 -4.492356 1.203202 1.6321 2.4129 -2.1638 0.014
O 1.832790 -3.098206 0.185802 3.2491 -0.1818 0.3523 0.003
O -0.276200 -2.115166 0.678662 -0.1759 4.3132 6.1766 0.087
S -3.464410 -2.390096 0.384272 -2.9062 -1.5323 -2.3123 -0.022
O -2.718260 -2.941476 -0.733848 0.9707 -3.4365 -2.7785 0.141
O -3.242310 -3.107046 1.591782 0.6750 -1.1214 3.5236 0.009
O -2.726260 -1.142006 0.368572 0.0471 5.5098 2.6241 0.092
O -4.881620 -2.391486 0.078292 -0.1688 1.1701 0.2730 0.015
C 0.873200 2.104394 0.980212 0.1985 0.1190 0.7759 0.008
F 1.363910 3.395644 0.922682 -0.6757 -1.6488 -0.3184 0.001
F 1.798910 1.314324 1.511992 1.2438 -0.1301 -1.2867 0.001
F -0.051080 2.040744 1.937542 -1.2022 0.8356 -0.8523 0.000
S 0.178490 1.511104 -0.750148 -2.9865 -1.1953 -2.8618 0.009
O 1.207390 1.625134 -1.835498 -0.4130 -0.4314 2.7864 0.000
O -0.369100 0.114434 -0.603888 3.2364 4.8929 1.2937 -0.031
O -0.929330 2.455814 -1.017428 1.8508 -0.7754 1.0076 0.007
N 2.410140 -2.131986 2.688122 0.4099 -0.1020 1.2817 0.001
C 2.778660 -1.018246 3.415152 -0.3882 -0.0194 -0.7283 0.001
C 2.616650 -1.327016 4.737872 -0.0757 0.3982 1.1090 0.000
C 2.164050 -2.658676 4.881842 0.5504 0.3042 -2.0090 0.000
C 2.092920 -3.115146 3.550352 -0.9306 -0.9648 2.1153 -0.001
H 2.356180 -2.336436 1.700502 0.1083 0.4426 -0.5166 0.000
H 3.017030 -0.088136 2.920702 0.0743 -0.1637 0.1678 0.000
H 2.706890 -0.673326 5.592822 0.3301 0.3144 -0.2001 0.000
H 2.001760 -3.156676 5.826322 -0.1619 -0.2081 -0.3230 0.000
H 1.695700 -4.075436 3.256322 0.1883 0.1185 -0.5259 0.000
N -3.214080 3.662884 -0.026828 -1.6296 2.0708 1.3041 0.000
C -3.687630 4.905884 0.450652 0.3370 -1.5360 0.8841 0.000
C -4.413030 4.637074 1.627002 1.3709 1.3421 -1.3941 0.000
C -4.388580 3.246404 1.850562 -0.7722 0.8686 0.2417 0.000
C -3.704810 2.707714 0.809432 1.4519 -1.5391 -0.7173 -0.001
H -2.448940 3.524844 -0.671498 -0.2024 -0.2739 0.0238 0.000
H -3.333790 5.829094 0.016032 -0.1976 -0.0432 0.0297 0.000
H -4.713780 5.409254 2.319592 -0.4040 -0.0719 -0.1388 0.000
H -4.918320 2.837884 2.698442 0.2253 -0.5893 -0.2605 0.000
H -3.391190 1.699294 0.583352 -0.2834 -0.2255 0.1298 0.000